Molecular formula: C3H4O2
Method: DFT, ωB97M-V/def2-TZVPD

Last column: Löwdin charge in e.
Positions of all 9 atoms, in Å:
O  -0.965  -0.810  -1.274  0.067
O  1.103  0.310  1.361  -0.058
C  -0.223  -0.694  -0.163  -0.158
C  0.826  0.237  -0.025  -0.342
C  -0.018  1.057  0.868  -0.026
H  -0.819  -0.028  -1.825  0.126
H  -0.402  -1.452  0.589  0.152
H  -1.001  0.741  1.250  0.089
H  1.499  0.638  -0.780  0.151

Values from the calculation:
**Kohn-Sham gap (alpha / beta)**: 8.53 / 8.53 eV
**DFT total energy**: -267.011557 Ha
**Molar mass**: 72.1 g mol⁻¹
**Total charge**: 0

---

Molecular formula: C3H4O2
Method: DFT, ωB97M-V/def2-TZVPD

Last column: Löwdin charge in e.
Positions of all 9 atoms, in Å:
O  0.205  2.138  0.192  0.002
O  -1.184  1.614  -1.132  -0.007
C  0.058  1.074  -0.729  -0.389
C  -1.087  2.391  -0.029  -0.035
C  -0.257  -0.107  0.130  -0.019
H  -0.081  -1.080  -0.316  0.085
H  0.838  0.949  -1.481  0.163
H  -1.303  -0.034  0.437  0.099
H  0.341  -0.033  1.049  0.102

Values from the calculation:
**Kohn-Sham gap**: 10.70 eV
**DFT total energy**: -267.078312 Ha
**Molar mass**: 72.1 g mol⁻¹
**Total charge**: 0

---

Molecular formula: C3H4O2
Method: DFT, ωB97M-V/def2-TZVPD

Last column: Löwdin charge in e.
Positions of all 9 atoms, in Å:
O  -1.382  -0.962  0.013  -0.045
O  1.979  -0.284  -0.303  0.026
C  0.926  -0.164  0.337  -0.226
C  -1.425  0.314  -0.192  -0.078
C  -0.015  1.021  0.156  -0.071
H  -0.167  1.591  0.993  0.087
H  0.437  -1.107  0.792  0.139
H  -2.214  0.940  -0.637  0.120
H  0.255  1.512  -0.632  0.047

Values from the calculation:
**Kohn-Sham gap**: 9.69 eV
**SMILES**: O=CCC=O
**DFT total energy**: -267.106111 Ha
**Molar mass**: 72.1 g mol⁻¹
**Total charge**: 0

---

Molecular formula: C3H4O2
Method: DFT, ωB97M-V/def2-TZVPD

Last column: Löwdin charge in e.
Positions of all 9 atoms, in Å:
O  -1.201  0.248  1.765  0.006
O  0.011  1.205  0.189  -0.052
C  -1.081  0.381  0.423  -0.189
C  0.514  0.477  -0.920  -0.185
C  0.373  -0.797  -0.748  0.001
H  1.093  0.907  -1.726  0.120
H  0.497  -1.627  -1.443  0.078
H  -0.327  0.410  2.160  0.112
H  0.122  -1.203  0.299  0.110

Values from the calculation:
**Kohn-Sham gap (alpha / beta)**: 7.26 / 8.73 eV
**DFT total energy**: -266.930586 Ha
**⟨S²⟩**: 2.0099
**Molar mass**: 72.1 g mol⁻¹
**Total charge**: 0
**2S+1**: 3

---

Molecular formula: C3H4O2Pb
Method: DFT, ωB97M-V/def2-TZVPD

Last column: Löwdin charge in e.
Positions of all 10 atoms, in Å:
Pb  1.542  0.790  -0.155  1.264
O  1.233  -1.113  -0.138  -0.472
O  -1.383  0.366  -0.466  -0.236
C  -1.229  -0.869  0.016  -0.239
C  -0.508  1.495  -0.083  -0.379
C  -0.010  -1.566  0.124  -0.358
H  -1.205  -1.933  -0.764  0.193
H  -0.873  1.832  0.905  0.053
H  -0.794  2.291  -0.787  0.055
H  -0.103  -2.372  0.875  0.119

Values from the calculation:
**Kohn-Sham gap**: 6.49 eV
**DFT total energy**: -459.819749 Ha
**Molar mass**: 279.3 g mol⁻¹
**Total charge**: 0

---

Molecular formula: C3H4O2S
Method: DFT, ωB97M-V/def2-TZVPD

Last column: Löwdin charge in e.
Positions of all 10 atoms, in Å:
S  -2.126  -0.328  0.650  0.836
O  -0.799  1.556  -0.701  -0.020
O  2.821  0.191  0.570  0.199
C  1.936  -0.399  0.142  -0.312
C  0.851  -0.780  -0.375  -0.055
C  -0.886  0.827  0.260  -0.758
H  -0.132  0.859  0.930  0.026
H  -2.861  0.241  -0.283  -0.111
H  0.960  -0.778  -1.480  0.131
H  0.237  -1.389  0.286  0.064

Values from the calculation:
**Kohn-Sham gap**: 10.09 eV
**SMILES**: C=C=O.O=CS
**DFT total energy**: -665.290404 Ha
**Molar mass**: 104.1 g mol⁻¹
**Total charge**: 0

---

Molecular formula: C3H4O2S
Method: DFT, ωB97M-V/def2-TZVPD

Last column: Löwdin charge in e.
Positions of all 10 atoms, in Å:
S  1.876  -1.820  0.411  0.536
O  -0.314  1.703  0.687  0.038
O  -1.374  -1.739  -0.072  0.138
C  -0.992  1.943  -0.535  -0.070
C  -1.031  -0.624  -0.014  -0.199
C  -0.763  0.616  -0.024  -0.280
H  -0.436  2.402  -1.368  0.125
H  -2.047  2.257  -0.460  0.123
H  3.102  -2.078  -0.090  -0.210
H  1.978  -2.658  1.465  -0.200

Values from the calculation:
**Kohn-Sham gap**: 8.95 eV
**SMILES**: O=C=C1CO1.S
**DFT total energy**: -665.240888 Ha
**Molar mass**: 104.1 g mol⁻¹
**Total charge**: 0

---

Molecular formula: C3H4O2S
Method: DFT, ωB97M-V/def2-TZVPD

Last column: Löwdin charge in e.
Positions of all 10 atoms, in Å:
S  2.512  0.643  -0.058  0.688
O  -1.092  -0.538  0.060  -0.027
O  -0.761  1.676  -0.227  0.091
C  -1.398  0.767  0.197  -0.342
C  1.290  -0.335  0.478  -0.564
C  0.162  -0.693  -0.535  -0.283
H  1.073  -0.541  1.531  0.066
H  -2.313  0.883  0.753  0.142
H  0.276  -0.110  -1.441  0.106
H  0.252  -1.751  -0.759  0.124

Values from the calculation:
**Kohn-Sham gap**: 8.38 eV
**SMILES**: O=COCC=S
**DFT total energy**: -665.337045 Ha
**Molar mass**: 104.1 g mol⁻¹
**Total charge**: 0

---

Calculated ΔE to the lowest compared entry with this formula, charge and spin (kcal per mole), listed in the same order as above: 113.7 71.8 54.4 62.2 0.0 59.8 90.8 30.5
Calculated F_max (eV/A), listed in the same order as above: 0.36 2.15 6.64 4.66 5.50 3.67 1.54 2.90